1.
Formula: C4H11N2
Source: the OMol25 dataset
Level of theory: ωB97M-V with the def2-TZVPD basis set

Properties
SMILES	C=C(N)CC[NH3+]
total charge	+1

Element x y z (Å)
C: 0.870653 -1.596162 -0.584315
C: -0.140670 -0.722585 -0.650261
N: -0.701987 -0.133277 -1.795685
C: -0.854279 -0.299831 0.636176
C: -0.437590 1.135717 0.873761
N: 1.008315 1.163269 1.260144
H: 1.644440 -1.643866 -1.350220
H: 1.130356 -2.072889 0.349682
H: -0.012443 -0.043485 -2.521911
H: -1.654254 -0.377289 -1.994972
H: -1.931803 -0.332694 0.522144
H: -0.607351 -1.025442 1.411483
H: -1.023539 1.826426 1.483236
H: -0.580247 1.645278 -0.086291
H: 1.097812 0.645496 2.133955
H: 1.427096 2.096513 1.320523
H: 1.561392 0.671697 0.549710

Forces on the atoms, in the same order (eV/Å):
C 1.1 1.2 -0.1
C -1.5 -0.8 0.4
N 1.7 0.7 1.0
C -0.1 -0.7 -0.4
C -0.6 1.0 -1.0
N 0.1 0.3 -0.2
H -0.6 -0.7 -0.4
H 0.0 0.2 0.2
H -0.7 -0.3 -0.7
H 0.0 0.0 -0.4
H -0.3 0.1 -0.1
H 0.1 0.3 0.3
H 0.2 -0.8 0.9
H 0.7 -0.2 -0.1
H 0.4 0.2 0.2
H -0.3 -0.1 0.4
H -0.2 -0.4 -0.1


2.
Formula: C4H11N2
Source: the OMol25 dataset
Level of theory: ωB97M-V with the def2-TZVPD basis set

Properties
SMILES	[H]/N=C/[C@H](C)[NH2+]C
total charge	+1

Element x y z (Å)
H: 2.022727 0.332955 -2.467518
N: 1.391734 0.362951 -1.769694
C: 1.471211 -0.508894 -0.835066
C: 0.463808 -0.432283 0.363454
C: -0.165804 -1.808061 0.400787
N: -0.482100 0.561293 -0.151156
C: -0.922953 1.868026 0.524542
H: 2.338436 -1.227382 -0.636342
H: 1.046369 -0.169762 1.219154
H: -0.393706 -2.178643 -0.582480
H: 0.529376 -2.390107 0.943163
H: -1.258194 -1.853882 0.871711
H: -1.407432 0.211595 -0.312202
H: 0.143609 0.969379 -0.986826
H: -1.124116 2.647659 -0.303352
H: -1.727712 1.580074 1.215464
H: -0.187682 2.350092 1.176680

Forces on the atoms, in the same order (eV/Å):
H 2.8 -0.2 -2.9
N -3.0 -1.3 4.5
C 2.0 0.7 0.5
C -0.1 -0.7 -2.8
C -3.1 0.6 1.2
N 0.7 3.7 0.5
C 0.4 0.8 0.3
H -1.3 0.7 -0.8
H -0.2 0.5 0.8
H 0.5 -0.3 -0.6
H 0.3 -1.3 0.4
H 2.5 0.3 -0.3
H 0.0 -1.0 -1.1
H -1.5 -1.1 -0.3
H -0.3 -1.6 1.4
H -0.2 0.6 -0.7
H 0.4 -0.5 -0.3


What are the LUMO energy values for these records? In order: -3.54; -3.34 eV.
What are the Kohn-Sham gap values for these records? In order: 9.2; 12.2 eV.
What are the highest occupied orbital energy values for these records? In order: -0.46646; -0.57233 Eh.